Run 1
CH3NO2S2 | the ωB97M-V functional and the def2-TZVPD basis

The calculation puts the HOMO-LUMO gap at 8.924 eV. As for the LUMO energy: -0.85 eV. The value obtained for the HOMO energy is -9.8 eV. The structure (SMILES) is CSN=S(=O)=O.

Cartesian coordinates (Å):
C -0.124 -0.182 0.236
S -0.464 -1.188 1.684
N 1.265 -0.815 2.744
S 1.448 0.662 3.021
O 2.668 1.020 3.666
O 0.577 1.683 2.511
H -0.180 0.872 0.492
H -0.901 -0.432 -0.480
H 0.848 -0.438 -0.179


Run 2
CH3NO2S2 | the ωB97M-V functional and the def2-TZVPD basis

The calculation puts the HOMO-LUMO gap (spin up / spin down) at 7.272 / 7.289 eV. As for the LUMO energy (spin up / spin down): -2.40 / -2.39 eV. The value obtained for the HOMO energy (spin up / spin down) is -9.7 / -9.7 eV. The structure (SMILES) is NS(=O)(=O)C=S.

Cartesian coordinates (Å):
N -0.117 0.181 -1.090
S -0.800 1.189 -0.034
O -0.361 1.023 1.340
O -0.745 2.508 -0.568
C -2.558 0.821 -0.312
S -3.222 -0.914 0.320
H 0.082 0.683 -1.918
H 0.708 -0.360 -0.719
H -3.061 1.464 -0.910


Which structure is the most stable? The one labeled run 1.